Density functional theory data (ωB97M-V with the def2-TZVPD basis set) for C35H38CrN4S4 as an isolated structure.

XYZ file:
```
82
C35H38CrN4S4 ωB97M-V with the def2-TZVPD basis set
Cr 0.4097 -0.9618 0.0749
S 2.2238 -0.4663 1.5805
C 1.5675 -0.8580 3.1552
C 2.4180 -1.0705 4.2453
C 1.9280 -1.3783 5.5058
C 0.5544 -1.4848 5.7011
C -0.3032 -1.2774 4.6299
C 0.1756 -0.9635 3.3563
S -0.9475 -0.6779 2.0375
C -1.9467 -3.3599 0.1709
C -1.6962 -2.7936 -1.0381
C -1.9309 -3.6250 -2.2030
C -1.8870 -3.1076 -3.4707
C -1.6788 -1.7447 -3.6104
C -1.4088 -0.9274 -2.4637
C -1.4328 0.4185 -2.7339
S 1.6910 -0.0909 -1.7229
C 1.7020 -1.5105 -2.7630
C 1.8210 -1.3755 -4.1443
C 1.8686 -2.4849 -4.9775
C 1.7899 -3.7574 -4.4233
C 1.6615 -3.9037 -3.0501
C 1.6179 -2.7983 -2.1982
S 1.5167 -2.9991 -0.4582
N -1.1971 -1.4923 -1.2081
H 3.4873 -0.9984 4.0785
H 2.6161 -1.5492 6.3272
H 0.1534 -1.7395 6.6763
H -1.3759 -1.3603 4.7650
H -2.2288 -4.4053 0.1957
H -1.8114 -2.8382 1.1043
H -2.1592 -4.6685 -2.0253
H -2.0545 -3.7346 -4.3394
H -1.7290 -1.2661 -4.5793
H -0.3032 1.5267 -1.4047
H -1.6792 0.7123 -3.7518
H 1.8680 -0.3753 -4.5617
H 1.9553 -2.3547 -6.0509
H 1.8129 -4.6352 -5.0606
H 1.5750 -4.8915 -2.6114
C 2.0478 3.0402 2.5532
C 0.6223 3.1869 2.1534
N 0.0397 2.6240 1.1258
C -1.2621 3.0712 1.1369
C -1.4699 3.9104 2.1864
N -0.2531 3.9824 2.8344
H 2.3987 2.0616 2.2268
H 2.1608 3.1134 3.6376
H 2.6654 3.8124 2.0856
H -1.9743 2.7375 0.4055
H -2.3454 4.4274 2.5383
H -0.0535 4.4677 3.6883
C 1.2869 3.6603 -1.6131
C 0.3541 3.8301 -2.8138
C 0.7031 2.8396 -3.9307
C -1.1363 3.8407 -2.4926
C -1.8084 5.0407 -2.6970
C -3.1819 5.1355 -2.5625
C -3.8953 4.0026 -2.2174
C -3.2803 2.7744 -1.9764
C -4.2307 1.6466 -1.5671
C -4.6865 0.7862 -2.7560
C -3.8099 0.7718 -0.3832
C -1.8728 2.6979 -2.1023
N -1.2062 1.4887 -1.8598
H 2.3041 3.9393 -1.9049
H 1.3346 2.6349 -1.2503
H 0.9787 4.2943 -0.7799
H 0.5493 4.8345 -3.2079
H 0.5974 1.8081 -3.5985
H 1.7446 2.9775 -4.2348
H 0.0643 2.9972 -4.8034
H -1.2333 5.9131 -2.9908
H -3.6908 6.0772 -2.7332
H -4.9739 4.0644 -2.1117
H -5.1277 2.1853 -1.2378
H -3.9607 0.0103 -2.9916
H -4.8438 1.3965 -3.6497
H -5.6333 0.2989 -2.5059
H -2.9341 0.1627 -0.5874
H -4.6299 0.0887 -0.1428
H -3.6091 1.3675 0.5084
```

The calculation puts the gap between HOMO and LUMO (alpha / beta) at 5.18 / 5.18 eV. The value obtained for the energy relative to the best compared isomer or geometry (same formula, charge and spin) is 0.0 kcal per mole. Its spin multiplicity is 5. As for the expectation value of S²: 6.18. Its largest force on an atom is 0.44 eV Å⁻¹. Its HOMO energy (alpha / beta) is -0.02914 / -0.02913 Eh. The net charge is -2. As for the LUMO energy (alpha / beta): 4.39 / 4.39 eV.

Mulliken population analysis, charges in e, atoms 1 to 6: number 1, Cr, carries 0.77; number 2, S, carries -0.52; number 3, C, carries 0.50; number 4, C, carries -0.89; number 5, C, carries -0.50; number 6, C, carries -0.52